13
Properties=species:S:1:pos:R:3 method="wB97M-V/def2-TZVPD" gap_ev=6.49 total_charge=0 e_tot_ev=-31611.49855 smiles="CP=[S@@H](C)=P" homo_energy_ev=-7.167 lumo_ev=-0.678 e_above_lowest_kj_mol=504.3
C -1.75010 -1.63376 0.11045
P -1.70688 0.16258 -0.28168
S 0.74911 0.30824 -0.43377
C 0.91953 1.96781 0.37211
P 2.17499 -1.09877 0.37649
H -2.06861 -2.18496 -0.77587
H -0.65151 -1.74915 0.35790
H -2.45110 -1.86833 0.95511
H 1.63200 0.80670 -1.43950
H 0.69282 2.58350 -0.43811
H 0.24577 2.07011 1.20326
H 1.93378 1.79903 0.73863
H 1.41443 -1.17833 1.54954



103
Properties=species:S:1:pos:R:3 method="wB97M-V/def2-TZVPD" gap_ev=7.19 total_charge=+1 e_tot_ev=-82151.85373 homo_energy_ev=-9.805 lumo_ev=-2.611 e_above_lowest_kj_mol=116.5
Zr 0.56352 -0.20980 0.76717
C -1.63964 -0.82023 4.69518
C -1.62716 -2.19130 4.93291
C -0.83485 -2.98040 4.13899
C -0.06392 -2.41635 3.11388
N -0.14353 -1.10041 2.82971
C -0.90726 -0.33990 3.64054
N 0.80024 -3.29648 2.50278
C 1.66748 -3.05917 1.59119
N 1.98284 -1.89770 0.88431
C 2.99586 -2.22043 -0.01193
N 3.62213 -1.51102 -0.87732
C 3.43506 -0.16163 -1.09458
C 4.21731 0.38312 -2.12577
C 4.13729 1.72059 -2.42281
C 3.27188 2.51517 -1.67494
C 2.53005 1.91406 -0.68877
N 2.59199 0.60194 -0.38634
C 3.32545 -3.65527 0.12293
C 4.21798 -4.44960 -0.57132
C 4.26631 -5.79460 -0.22647
C 3.44850 -6.31190 0.78069
C 2.55534 -5.50036 1.46827
C 2.51597 -4.16673 1.11012
H -2.21248 -0.13753 5.30653
H -2.21200 -2.62380 5.73409
H -0.74608 -4.04645 4.28597
H -0.92537 0.71572 3.42799
H 4.87651 -0.29007 -2.65474
H 4.73762 2.14584 -3.21697
H 3.16671 3.57481 -1.85915
H 1.82465 2.50444 -0.12435
H 4.84608 -4.03408 -1.34759
H 4.94618 -6.45555 -0.74798
H 3.51236 -7.36397 1.02568
H 1.91441 -5.88413 2.25038
N 1.09801 -1.27325 -2.88734
C 0.12305 -0.30615 -3.37205
C 0.52458 0.26942 -4.73847
C -0.44825 1.19661 -5.44560
C -1.89321 0.75264 -5.36680
N -2.39725 1.25560 -4.08886
C -3.65781 1.35113 -3.73935
N -4.62913 0.86782 -4.52189
N -3.98191 1.96153 -2.59089
C -0.15970 0.79181 -2.35117
O -0.68507 1.84278 -2.75027
O 0.13360 0.55823 -1.14302
H 2.03594 -0.88571 -2.94318
H 1.09124 -2.10781 -3.45994
H -0.83453 -0.83997 -3.45151
H 0.73122 -0.59637 -5.37436
H 1.47674 0.79859 -4.63218
H -0.15586 1.26886 -6.49476
H -0.38192 2.20506 -5.03739
H -1.98366 -0.33781 -5.41915
H -2.46330 1.18061 -6.19469
H -1.65868 1.52198 -3.41148
H -4.40467 0.38176 -5.37058
H -5.59828 0.99081 -4.29009
H -3.24777 2.30878 -1.99515
H -4.91753 1.93847 -2.22889
C -2.80424 1.42582 1.84133
N -2.34958 0.37790 0.94151
C -2.72719 0.74494 -0.41741
C -2.92997 -0.91287 1.30215
C -2.24449 -2.02831 0.55540
C -2.98383 -3.17577 0.28293
C -2.42338 -4.24075 -0.40505
C -1.11852 -4.12057 -0.85604
C -0.39805 -2.96650 -0.57602
C -0.90866 -1.87708 0.15246
H -3.89401 1.56905 1.77454
H -2.30829 2.36395 1.59203
H -2.56324 1.16682 2.87160
H -3.81733 0.90934 -0.48658
H -2.45300 -0.05081 -1.10850
H -2.20188 1.65860 -0.70056
H -4.01492 -0.93025 1.10943
H -2.80395 -1.04849 2.38197
H -4.01296 -3.23550 0.62310
H -2.99805 -5.13900 -0.59288
H -0.65431 -4.92469 -1.41515
H 0.60749 -2.91594 -0.97642
C 2.64009 5.30328 3.15394
C 2.74223 4.27393 2.05354
O 1.45873 3.66896 1.77705
P 0.93704 2.33180 2.46902
O -0.03464 1.71693 1.43910
Te 2.58070 0.77874 3.02482
O 0.11311 2.83522 3.72377
C -0.95534 3.80424 3.57528
C -0.87338 4.79486 4.70776
H 3.58948 5.83302 3.23941
H 2.42819 4.82724 4.11280
H 1.85709 6.03012 2.93590
H 3.45745 3.49094 2.30982
H 3.05427 4.72180 1.11139
H -1.89649 3.25477 3.61412
H -0.88668 4.29415 2.60309
H -0.93802 4.28320 5.66758
H -1.70457 5.49722 4.63204
H 0.05984 5.35744 4.67652